[1]
ORCA calculation (the ωB97M-V functional and the def2-TZVPD basis) on C14H8N2O8Rb as an isolated structure in a non-equilibrium geometry.

```
33
Properties=species:S:1:pos:R:3
Rb -4.337 0.030 3.295
N -5.331 1.536 -1.364
O -5.466 0.338 -1.743
O -5.161 1.886 -0.196
O -5.540 2.462 -2.168
N -5.921 -4.055 1.434
O -5.775 -3.775 2.637
O -5.208 -3.472 0.668
O -6.797 -4.738 0.865
C 3.546 -2.517 1.861
C 4.639 -2.129 1.082
C 4.481 -1.195 0.036
C 3.318 -0.437 -0.126
C 2.268 -0.692 0.833
C 2.410 -1.746 1.786
C 1.026 0.151 0.829
O 0.097 -0.081 1.549
C 0.908 1.324 -0.196
C -0.205 2.121 -0.128
C -0.380 3.170 -1.023
C 0.542 3.336 -2.025
C 1.631 2.530 -2.165
C 1.885 1.520 -1.215
C 3.103 0.523 -1.283
O 3.872 0.459 -2.230
H 3.515 -3.321 2.582
H 5.619 -2.559 0.935
H 5.335 -1.129 -0.621
H 1.504 -1.982 2.324
H -0.926 2.000 0.667
H -1.238 3.822 -0.949
H 0.428 4.034 -2.841
H 2.157 2.585 -3.107
```

## Properties
energy relative to the best compared isomer or geometry (same formula, charge and spin) = 1.3416 eV
electronic energy = -1273.6145 hartree
HOMO = -4.338 eV
Kohn-Sham gap = 4.847 eV
net charge = -1

Results of the Mulliken charge analysis, in e, for atoms 1 through 5: Rb 0.958; N 0.922; O -0.622; O -0.655; O -0.627

***

[2]
ORCA calculation (the ωB97M-V functional and the def2-TZVPD basis) on C14H8N3O7RuS6 as an isolated structure in a non-equilibrium geometry.

```
39
Properties=species:S:1:pos:R:3
Ru -0.253 0.031 -0.005
S 3.943 -1.727 5.999
C 3.314 -0.982 4.649
S 4.254 -0.207 3.443
C 2.972 0.378 2.379
C 1.728 0.047 2.804
S 0.096 0.394 2.230
S 1.644 -0.899 4.292
S 3.543 1.288 1.029
N 0.802 1.813 -0.306
C -0.046 2.946 0.096
C -1.539 2.619 -0.018
O -2.340 3.542 0.026
O -1.829 1.369 -0.139
H 1.722 1.789 0.161
H 0.984 1.836 -1.305
H 0.170 3.832 -0.501
H 0.157 3.182 1.140
O -1.000 -1.437 -2.074
C -0.512 -0.581 -2.820
O 0.072 0.455 -2.406
C -0.620 -0.786 -4.316
C -1.232 -1.935 -4.802
C -1.348 -2.150 -6.169
C -0.855 -1.215 -7.064
C -0.253 -0.075 -6.558
C -0.123 0.160 -5.202
N 0.269 0.921 -7.511
O 0.870 1.876 -7.063
O 0.233 0.641 -8.698
H -1.614 -2.642 -4.077
H -1.826 -3.047 -6.539
H -0.931 -1.350 -8.133
H 0.352 1.054 -4.826
S -3.458 -3.487 0.590
C -2.346 -2.290 0.584
N -1.542 -1.447 0.616
O 1.969 -2.019 -0.026
C 1.174 -1.210 -0.009
```

## Properties
energy relative to the best compared isomer or geometry (same formula, charge and spin) = 1.2564 eV
expectation value of S² = 0.76
electronic energy = -3713.4239 hartree
2S+1 = 2
HOMO (spin up / spin down) = -2.252 / -2.237 eV
Kohn-Sham gap (spin up / spin down) = 5.315 / 5.300 eV
net charge = -2

Results of the Mulliken charge analysis, in e, for atoms 1 through 5: Ru 0.684; S -0.367; C 0.082; S -0.150; C 0.286

***

[3]
ORCA calculation (the ωB97M-V functional and the def2-TZVPD basis) on C14H9N4O5Pd as an isolated structure in a non-equilibrium geometry.

```
33
Properties=species:S:1:pos:R:3
Pd 1.363 0.611 -0.833
C -1.634 -0.796 1.256
C -0.207 -0.682 1.637
N 0.844 -0.207 0.976
C 1.946 -0.312 1.815
C 1.524 -0.880 3.037
N 0.155 -1.090 2.871
C 2.219 -1.231 4.272
O 3.527 -0.984 4.352
O 1.544 -1.709 5.185
C 3.258 0.126 1.304
O 4.241 0.031 2.058
O 3.244 0.587 0.100
H -1.793 -0.463 0.237
H -2.249 -0.197 1.928
H -1.963 -1.827 1.340
H -0.411 -1.496 3.627
H 3.858 -0.614 3.458
O 3.084 2.331 -4.342
C 2.533 1.856 -3.422
N 1.932 1.386 -2.516
N -5.371 0.369 -3.735
C -4.301 0.425 -3.273
C -3.010 0.442 -2.709
C -2.122 -0.644 -2.855
C -0.870 -0.619 -2.282
C -0.497 0.522 -1.591
C -1.338 1.602 -1.404
C -2.591 1.564 -1.977
H -2.459 -1.477 -3.455
H -0.190 -1.461 -2.356
H -0.993 2.438 -0.791
H -3.274 2.400 -1.914
```

## Properties
energy relative to the best compared isomer or geometry (same formula, charge and spin) = 0.0000 eV
expectation value of S² = 2.02
electronic energy = -1262.0711 hartree
2S+1 = 3
HOMO (spin up / spin down) = -3.688 / -5.670 eV
Kohn-Sham gap (spin up / spin down) = 6.022 / 4.747 eV
net charge = -1

Results of the Mulliken charge analysis, in e, for atoms 1 through 5: Pd 0.202; C -1.194; C 0.303; N -0.176; C 0.146

***

[4]
ORCA calculation (the ωB97M-V functional and the def2-TZVPD basis) on a 14-piece molecular cluster, C156H92O28 overall in a non-equilibrium geometry.

```
276
Properties=species:S:1:pos:R:3
C -1.154 2.895 3.846
C -1.881 2.372 4.817
C -1.312 1.411 5.759
O -2.009 0.933 6.646
C 0.182 1.209 5.669
C 0.930 1.874 4.768
C 0.309 2.712 3.694
O 0.923 3.285 2.739
H -1.671 3.538 3.120
H -2.954 2.528 4.873
H 0.731 0.728 6.501
H 2.049 1.760 4.853
C -0.549 5.778 -5.346
C -0.390 5.525 -4.050
C 0.731 4.713 -3.637
O 0.640 4.134 -2.578
C 2.015 4.788 -4.331
C 1.927 5.109 -5.640
C 0.609 5.494 -6.226
O 0.736 5.978 -7.327
H -1.272 6.392 -5.800
H -1.035 5.829 -3.229
H 2.834 4.432 -3.774
H 2.838 5.107 -6.233
C 3.352 -2.740 -2.371
C 3.546 -4.020 -2.650
C 4.239 -4.412 -3.964
O 4.622 -5.536 -4.264
C 4.613 -3.335 -4.894
C 4.343 -2.095 -4.554
C 3.691 -1.687 -3.345
O 3.407 -0.537 -3.093
H 2.783 -2.354 -1.520
H 3.228 -4.833 -2.062
H 5.038 -3.556 -5.894
H 4.460 -1.215 -5.193
C 3.196 -2.817 5.763
C 4.133 -3.740 5.783
C 5.284 -3.837 6.796
O 6.265 -4.534 6.599
C 5.226 -2.799 7.857
C 4.378 -1.801 7.861
C 3.176 -1.787 6.872
O 2.235 -1.010 6.945
H 2.389 -2.733 5.045
H 4.215 -4.548 5.083
H 6.009 -2.872 8.620
H 4.318 -1.084 8.638
C 5.878 4.252 -1.509
C 6.356 3.076 -1.170
C 5.681 2.284 -0.172
O 6.186 1.208 0.219
C 4.359 2.777 0.355
C 3.783 3.909 -0.141
C 4.515 4.805 -1.056
O 4.114 5.906 -1.445
H 6.438 4.798 -2.257
H 7.248 2.678 -1.672
H 3.946 2.271 1.217
H 2.779 4.210 0.104
C -2.312 7.228 -0.856
C -1.632 6.302 -0.047
C -2.302 5.476 0.816
C -3.699 5.550 0.857
C -4.412 6.341 -0.051
C -3.730 7.115 -0.957
C -5.886 6.486 0.066
O -6.435 7.228 -0.674
C -6.571 5.719 1.133
C -7.914 5.894 1.276
C -8.524 5.167 2.241
C -7.870 4.201 2.966
C -6.523 3.984 2.794
C -5.868 4.769 1.888
C -4.395 4.686 1.815
O -3.740 4.083 2.639
H -1.735 7.749 -1.603
H -0.527 6.244 -0.044
H -1.749 4.841 1.520
H -4.255 7.822 -1.563
H -8.403 6.709 0.768
H -9.541 5.376 2.392
H -8.457 3.663 3.689
H -6.011 3.180 3.352
C 3.476 -6.754 3.921
C 4.224 -6.166 2.902
C 3.624 -5.263 2.017
C 2.253 -5.118 2.035
C 1.581 -5.594 3.101
C 2.182 -6.388 4.127
C 0.144 -5.338 3.268
O -0.395 -5.665 4.313
C -0.584 -4.594 2.154
C -1.953 -4.429 2.181
C -2.558 -3.671 1.187
C -1.782 -3.080 0.108
C -0.417 -3.189 0.165
C 0.180 -3.952 1.171
C 1.659 -4.109 1.120
O 2.367 -3.473 0.384
H 3.990 -7.503 4.487
H 5.213 -6.634 2.778
H 4.098 -4.795 1.200
H 1.588 -6.829 4.900
H -2.511 -5.011 2.921
H -3.681 -3.594 1.170
H -2.263 -2.488 -0.665
H 0.217 -2.726 -0.571
C 5.291 -2.360 1.903
C 6.209 -1.708 2.782
C 7.389 -1.154 2.356
C 7.630 -1.185 0.989
C 6.710 -1.685 0.064
C 5.511 -2.306 0.548
C 6.972 -1.628 -1.383
O 6.154 -2.079 -2.128
C 8.279 -1.190 -1.850
C 8.546 -1.460 -3.185
C 9.851 -1.171 -3.570
C 10.882 -0.706 -2.749
C 10.592 -0.526 -1.388
C 9.249 -0.762 -0.908
C 8.888 -0.695 0.502
O 9.709 -0.239 1.279
H 4.427 -2.809 2.295
H 5.895 -1.874 3.798
H 8.236 -0.805 2.970
H 4.880 -2.722 -0.190
H 7.810 -1.845 -3.865
H 10.124 -1.328 -4.611
H 11.910 -0.465 -3.049
H 11.285 -0.123 -0.679
C -3.051 -1.955 4.568
C -3.920 -1.092 3.825
C -3.419 -0.166 2.900
C -2.101 -0.229 2.522
C -1.287 -1.041 3.265
C -1.675 -1.901 4.309
C 0.086 -1.193 2.875
O 0.838 -2.071 3.357
C 0.573 -0.410 1.666
C 1.873 -0.527 1.194
C 2.293 0.160 0.042
C 1.527 1.121 -0.573
C 0.292 1.401 0.037
C -0.238 0.577 1.031
C -1.677 0.721 1.411
O -2.449 1.486 0.885
H -3.385 -2.738 5.205
H -4.981 -1.138 4.022
H -4.010 0.545 2.349
H -0.928 -2.582 4.722
H 2.613 -1.182 1.596
H 3.236 -0.100 -0.403
H 1.843 1.692 -1.435
H -0.406 2.176 -0.265
C -3.142 3.253 -1.700
C -2.332 2.296 -2.328
C -2.749 0.983 -2.398
C -4.059 0.797 -1.912
C -4.895 1.724 -1.307
C -4.408 3.036 -1.205
C -6.105 1.294 -0.546
O -6.879 2.068 -0.073
C -6.419 -0.151 -0.326
C -7.477 -0.589 0.439
C -7.699 -1.956 0.608
C -6.762 -2.882 0.028
C -5.721 -2.440 -0.757
C -5.577 -1.041 -0.944
C -4.519 -0.624 -1.888
O -3.883 -1.451 -2.498
H -2.661 4.248 -1.788
H -1.297 2.588 -2.679
H -2.270 0.171 -2.921
H -5.102 3.854 -0.809
H -8.281 0.116 0.673
H -8.522 -2.407 1.130
H -6.845 -3.958 0.143
H -5.090 -3.031 -1.352
C -4.790 2.013 9.471
C -4.285 0.729 9.814
C -4.689 -0.396 9.100
C -5.443 -0.226 7.970
C -5.891 0.988 7.544
C -5.562 2.140 8.284
C -6.819 1.183 6.346
O -7.194 2.268 6.022
C -7.188 -0.006 5.592
C -7.970 0.151 4.470
C -8.313 -1.021 3.736
C -7.884 -2.276 4.222
C -7.093 -2.400 5.349
C -6.736 -1.224 6.062
C -5.862 -1.425 7.257
O -5.348 -2.477 7.466
H -4.565 2.881 10.059
H -3.662 0.545 10.724
H -4.437 -1.359 9.477
H -5.715 3.139 7.969
H -8.339 1.137 4.233
H -8.927 -0.998 2.838
H -8.107 -3.160 3.633
H -6.632 -3.335 5.732
C 1.353 1.047 -5.133
C 0.192 1.509 -4.628
C -0.734 2.251 -5.445
C -0.477 2.346 -6.792
C 0.660 1.792 -7.369
C 1.614 1.237 -6.493
C 0.893 1.800 -8.861
O 1.932 1.262 -9.231
C 0.054 2.594 -9.751
C 0.417 2.790 -11.085
C -0.489 3.572 -11.875
C -1.612 4.180 -11.311
C -1.875 4.019 -9.984
C -1.017 3.263 -9.209
C -1.363 3.139 -7.661
O -2.308 3.795 -7.184
H 2.046 0.464 -4.533
H 0.118 1.354 -3.576
H -1.577 2.752 -5.026
H 2.565 0.986 -7.010
H 1.232 2.274 -11.585
H -0.444 3.680 -12.964
H -2.294 4.839 -11.872
H -2.689 4.485 -9.469
C -5.804 -8.970 -0.187
C -5.252 -7.698 -0.501
C -5.116 -6.759 0.548
C -5.494 -7.078 1.824
C -6.064 -8.319 2.116
C -6.215 -9.280 1.124
C -6.426 -8.637 3.484
O -6.811 -9.766 3.714
C -6.267 -7.689 4.559
C -6.534 -8.054 5.859
C -6.228 -7.125 6.817
C -5.601 -5.925 6.587
C -5.358 -5.533 5.267
C -5.744 -6.445 4.263
C -5.386 -6.056 2.890
O -5.071 -4.919 2.662
H -5.786 -9.792 -0.898
H -4.957 -7.404 -1.502
H -4.759 -5.750 0.376
H -6.548 -10.204 1.497
H -6.949 -9.030 6.100
H -6.329 -7.401 7.873
H -5.299 -5.221 7.330
H -4.847 -4.607 4.981
C 10.130 4.218 -9.195
C 8.987 4.946 -9.600
C 7.838 4.792 -8.832
C 7.820 3.998 -7.731
C 8.945 3.252 -7.298
C 10.148 3.467 -8.004
C 8.845 2.474 -6.078
O 9.796 1.922 -5.603
C 7.455 2.277 -5.510
C 7.298 1.274 -4.531
C 5.971 1.074 -4.033
C 4.921 1.827 -4.497
C 5.094 2.788 -5.459
C 6.362 2.986 -5.942
C 6.552 4.050 -6.905
O 5.712 4.908 -7.169
H 11.019 4.360 -9.821
H 9.003 5.592 -10.442
H 6.969 5.410 -8.994
H 11.061 2.921 -7.697
H 8.099 0.637 -4.332
H 5.731 0.313 -3.345
H 3.893 1.631 -4.278
H 4.251 3.353 -5.869
```

## Properties
electronic energy = -8106.5016 hartree
HOMO = -9.418 eV
Kohn-Sham gap = 7.755 eV

Results of the Mulliken charge analysis, in e, for atoms 1 through 5: C 0.145; C -0.285; C 0.269; O -0.500; C -0.353

***

[5]
ORCA calculation (the ωB97M-V functional and the def2-TZVPD basis) on one molecule with the formula C15H10Cl2N2O3 in a non-equilibrium geometry.

```
32
Properties=species:S:1:pos:R:3
O -0.988 5.570 1.852
O 0.835 -5.908 -0.618
O -0.781 0.023 -2.204
Cl -3.795 2.632 0.466
Cl -2.241 -3.618 -1.793
C -1.419 4.610 1.255
C 0.936 -4.793 -1.057
C -0.344 0.108 -1.076
C 1.826 2.736 0.439
C 0.945 -2.294 1.620
C 0.888 3.737 0.896
C 1.016 -3.532 0.984
C 1.368 1.626 -0.293
C 0.509 -1.073 1.044
C -0.511 3.617 0.656
C 0.703 -3.494 -0.403
C -0.008 1.489 -0.564
C -0.017 -1.167 -0.320
C -0.968 2.384 -0.047
C -0.022 -2.429 -0.969
N -2.291 2.021 -0.315
N -0.699 -2.726 -2.109
H -2.493 4.470 1.225
H 1.203 -4.909 -2.138
H 2.901 2.884 0.556
H 1.302 -2.142 2.622
H 1.312 4.555 1.535
H 1.498 -4.504 1.327
H 2.099 1.003 -0.778
H 0.526 -0.221 1.632
H -2.395 1.200 -0.866
H -0.894 -1.853 -2.559
```

## Properties
energy relative to the best compared isomer or geometry (same formula, charge and spin) = 1.6255 eV
electronic energy = -1833.0536 hartree
HOMO = -8.889 eV
Kohn-Sham gap = 7.747 eV
structure (SMILES) = O=Cc1cccc(C(=O)c2cccc(C=O)c2NCl)c1NCl

Results of the Mulliken charge analysis, in e, for atoms 1 through 5: O -0.500; O -0.459; O -0.682; Cl -0.100; Cl -0.078

***

[6]
ORCA calculation (the ωB97M-V functional and the def2-TZVPD basis) on C15H10Cl3N5O5Ta as an isolated structure in a non-equilibrium geometry.

```
39
Properties=species:S:1:pos:R:3
Ta 0.022 -0.214 -0.420
O 0.867 -0.101 1.593
C 1.841 -0.747 2.095
C 2.558 -1.848 1.533
C 3.582 -2.490 2.237
C 4.200 -3.565 1.638
C 3.837 -4.028 0.380
C 2.821 -3.384 -0.335
C 2.216 -2.315 0.260
O 1.211 -1.609 -0.331
N 5.290 -4.256 2.375
O 5.775 -5.215 1.830
O 5.583 -3.786 3.448
H 2.148 -0.420 3.091
H 3.890 -2.171 3.226
H 4.346 -4.893 -0.027
H 2.523 -3.717 -1.320
Cl -7.131 -0.912 0.429
C -5.533 -0.439 0.078
C -4.475 -1.225 0.542
C -3.218 -0.785 0.231
Cl -1.746 -1.680 0.678
C -2.946 0.373 -0.482
O -1.625 0.642 -0.722
C -4.006 1.126 -0.950
Cl -3.695 2.542 -1.867
C -5.300 0.715 -0.667
H -4.660 -2.129 1.105
H -6.137 1.290 -1.040
N 1.426 4.379 -3.910
C 2.469 3.967 -3.226
N 3.659 4.498 -3.342
N 2.357 2.919 -2.343
C 1.667 2.081 -1.841
N 1.095 1.178 -1.257
H 1.496 5.149 -4.564
H 0.518 3.958 -3.797
H 3.840 5.275 -3.965
H 4.433 4.165 -2.784
```

## Properties
energy relative to the best compared isomer or geometry (same formula, charge and spin) = 0.7867 eV
electronic energy = -2664.1545 hartree
HOMO = -17.006 eV
Kohn-Sham gap = 5.067 eV
net charge = +3

Results of the Mulliken charge analysis, in e, for atoms 1 through 5: Ta 2.048; O -0.617; C 0.085; C 0.499; C -0.620

***

[7]
ORCA calculation (the ωB97M-V functional and the def2-TZVPD basis) on C15H10IN6O5PtS as an isolated structure in a non-equilibrium geometry.

```
39
Properties=species:S:1:pos:R:3
Pt 0.129 0.145 0.320
N 2.547 1.345 3.532
C 1.677 0.750 2.711
S 2.180 0.562 1.051
N 0.555 0.292 3.217
N -0.270 -0.152 2.188
C -1.255 -0.918 2.465
C -2.130 -1.237 1.342
C -3.252 -2.024 1.435
C -3.990 -2.269 0.284
C -3.585 -1.710 -0.915
C -2.446 -0.924 -0.936
N -1.739 -0.690 0.173
H 3.462 1.610 3.211
H 2.344 1.378 4.519
H -1.413 -1.282 3.471
H -3.535 -2.446 2.390
H -4.870 -2.897 0.327
H -4.134 -1.877 -1.831
H -2.082 -0.470 -1.848
O 3.043 -2.263 -4.521
C 2.429 -1.847 -3.595
C 2.176 -0.366 -3.235
O 2.627 0.608 -3.772
C 1.308 -0.437 -2.049
C 1.175 -1.668 -1.548
O 0.703 -1.853 -0.351
C 1.683 -2.706 -2.532
O 1.516 -3.884 -2.522
O 0.600 0.547 -1.488
I 0.950 5.996 1.743
C 0.318 4.317 0.787
C 0.115 4.140 -0.572
N -0.282 2.882 -0.756
N -0.366 2.216 0.412
C 0.025 3.087 1.354
H 0.218 4.825 -1.399
H -0.454 2.399 -1.628
H 0.038 2.799 2.395
```

## Properties
energy relative to the best compared isomer or geometry (same formula, charge and spin) = 0.0000 eV
electronic energy = -2097.2364 hartree
HOMO = -11.183 eV
Kohn-Sham gap = 6.257 eV
net charge = +1

Results of the Mulliken charge analysis, in e, for atoms 1 through 5: Pt 1.260; N -0.385; C 0.837; S -0.571; N -1.339